(1)
An isolated ion of composition C2H3O3S2 and charge -1 in a non-equilibrium geometry. Source: the Open Molecules 2025 dataset; level of theory: wB97M-V/def2-TZVPD.

CARTESIAN COORDINATES (ANGSTROEM)
O (0.85, 0.93, 1.53)
C (0.72, 0.78, 0.25)
O (1.48, 1.17, -0.63)
C (-0.46, -0.09, -0.31)
O (-0.35, -0.52, -1.57)
S (-0.83, -1.52, 0.84)
S (-1.91, 1.11, -0.35)
H (0.51, -0.34, -1.97)
H (-0.10, -1.22, 2.05)
H (-1.56, 1.44, 0.91)

Energy above the lowest of the compared OMol25 structures with the same formula, charge and spin in kcal/mol: 18.70
Energy in hartree: -1100.1656
Total charge: -1

For reference, the Löwdin charges in units of e are:
1 O -0.146
2 C -0.792
3 O -0.029
4 C -1.096
5 O -0.140
6 S 0.637
7 S 0.680
8 H 0.098
9 H -0.083
10 H -0.129

(2)
One molecule with the formula C4H6N4 in a non-equilibrium geometry. Source: the Open Molecules 2025 dataset; level of theory: wB97M-V/def2-TZVPD.

CARTESIAN COORDINATES (ANGSTROEM)
H (-3.42, 0.14, 0.03)
N (-2.31, 0.58, -0.06)
C (-1.20, -0.17, -0.12)
N (-0.83, -1.49, -0.08)
C (0.50, -1.63, 0.18)
C (1.14, -0.38, -0.17)
N (2.47, 0.26, -0.12)
C (0.00, 0.74, 0.04)
N (-0.08, 2.11, 0.15)
H (0.90, 2.34, -0.06)
H (-1.59, -2.11, 0.51)
H (1.07, -2.49, 0.39)
H (2.56, 1.13, 0.49)
H (3.06, -0.48, -0.10)

Energy above the lowest of the compared OMol25 structures with the same formula, charge and spin in kcal/mol: 118.49
Energy in hartree: -374.8725
Total charge: 0

For reference, the Löwdin charges in units of e are:
1 H 0.128
2 N 0.096
3 C -0.412
4 N -0.011
5 C -0.066
6 C -0.170
7 N 0.050
8 C -0.205
9 N 0.124
10 H 0.013
11 H 0.227
12 H 0.092
13 H 0.123
14 H 0.012

(3)
One molecule with the formula C4H5NO2. Source: the Open Molecules 2025 dataset; level of theory: wB97M-V/def2-TZVPD.

CARTESIAN COORDINATES (ANGSTROEM)
O (1.60, 1.30, -0.19)
C (1.44, 0.12, -0.26)
C (0.58, -0.76, 0.85)
O (1.30, -1.67, 1.20)
N (-0.56, -0.28, 1.35)
C (-0.81, -0.15, -0.82)
C (-1.13, 0.62, 0.38)
H (2.09, -0.57, -0.83)
H (-1.23, -1.15, -0.89)
H (-0.37, 0.24, -1.73)
H (-0.71, 1.62, 0.39)
H (-2.21, 0.68, 0.55)

Energy above the lowest of the compared OMol25 structures with the same formula, charge and spin in kcal/mol: 114.30
Energy in hartree: -360.4873
Total charge: 0

For reference, the Löwdin charges in units of e are:
1 O 0.078
2 C -0.205
3 C -0.547
4 O 0.078
5 N 0.121
6 C 0.147
7 C -0.280
8 H 0.135
9 H 0.107
10 H 0.100
11 H 0.127
12 H 0.139

(4)
One molecule with the formula C6H10. Source: the Open Molecules 2025 dataset; level of theory: wB97M-V/def2-TZVPD.

CARTESIAN COORDINATES (ANGSTROEM)
C (-0.53, -3.08, 0.06)
C (-0.63, -1.64, -0.20)
C (-0.69, -0.46, -0.45)
C (-0.70, 0.96, -0.81)
C (-0.04, 1.87, 0.23)
C (1.40, 1.48, 0.57)
H (-1.45, -3.48, 0.49)
H (-0.33, -3.62, -0.88)
H (0.29, -3.30, 0.75)
H (-1.74, 1.29, -0.96)
H (-0.20, 1.07, -1.78)
H (-0.06, 2.90, -0.16)
H (-0.64, 1.87, 1.15)
H (1.44, 0.47, 0.99)
H (1.83, 2.17, 1.31)
H (2.04, 1.50, -0.32)

Energy above the lowest of the compared OMol25 structures with the same formula, charge and spin in kcal/mol: 27.93
Energy in hartree: -234.5580
Total charge: 0

For reference, the Löwdin charges in units of e are:
1 C -0.114
2 C -0.085
3 C -0.055
4 C -0.227
5 C -0.271
6 C -0.119
7 H 0.074
8 H 0.076
9 H 0.074
10 H 0.111
11 H 0.115
12 H 0.103
13 H 0.107
14 H 0.067
15 H 0.068
16 H 0.075

(5)
One molecule with the formula C20H33N3O4S in a non-equilibrium geometry. Source: the Open Molecules 2025 dataset; level of theory: wB97M-V/def2-TZVPD.

CARTESIAN COORDINATES (ANGSTROEM)
C (5.37, 2.70, 1.77)
C (5.83, 1.66, 0.75)
C (5.14, 1.80, -0.61)
C (3.63, 1.53, -0.63)
N (3.31, 0.11, -0.55)
C (2.98, -0.42, 0.76)
C (3.39, -1.88, 0.92)
C (4.90, -2.08, 0.81)
C (5.27, -3.56, 0.80)
S (2.36, -0.45, -1.81)
O (2.68, 0.32, -2.98)
O (2.48, -1.88, -1.89)
C (0.67, -0.07, -1.33)
C (0.17, 1.21, -1.49)
C (-1.12, 1.50, -1.09)
C (-1.91, 0.51, -0.52)
N (-3.22, 0.74, -0.10)
C (-3.95, 1.89, -0.15)
O (-3.57, 2.96, -0.54)
C (-5.36, 1.67, 0.40)
N (-5.79, 0.29, 0.22)
C (-6.89, -0.09, 1.10)
C (-7.19, -1.57, 0.88)
O (-7.53, -1.84, -0.45)
C (-6.49, -1.45, -1.32)
C (-6.17, 0.04, -1.17)
C (-1.40, -0.78, -0.37)
C (-0.11, -1.07, -0.77)
H (4.32, 2.57, 2.02)
H (5.94, 2.61, 2.69)
H (5.51, 3.70, 1.38)
H (5.67, 0.66, 1.14)
H (6.90, 1.78, 0.60)
H (5.29, 2.82, -0.97)
H (5.60, 1.12, -1.32)
H (3.11, 2.08, 0.17)
H (3.25, 1.87, -1.59)
H (1.89, -0.33, 0.94)
H (3.49, 0.18, 1.50)
H (3.04, -2.23, 1.89)
H (2.91, -2.47, 0.14)
H (5.40, -1.58, 1.64)
H (5.24, -1.62, -0.12)
H (6.35, -3.68, 0.73)
H (4.93, -4.04, 1.72)
H (4.81, -4.05, -0.04)
H (0.79, 1.96, -1.95)
H (-1.52, 2.50, -1.21)
H (-3.74, -0.06, 0.24)
H (-5.32, 1.88, 1.48)
H (-6.03, 2.40, -0.06)
H (-6.59, 0.08, 2.13)
H (-7.80, 0.50, 0.89)
H (-8.04, -1.88, 1.49)
H (-6.31, -2.16, 1.17)
H (-6.84, -1.67, -2.33)
H (-5.59, -2.04, -1.11)
H (-5.35, 0.31, -1.82)
H (-7.06, 0.63, -1.45)
H (-2.02, -1.56, 0.06)
H (0.30, -2.06, -0.67)

Energy above the lowest of the compared OMol25 structures with the same formula, charge and spin in kcal/mol: 43.94
Energy in hartree: -1645.3064
Total charge: 0

For reference, the Löwdin charges in units of e are:
1 C -0.108
2 C -0.260
3 C -0.178
4 C -0.217
5 N -0.220
6 C -0.201
7 C -0.202
8 C -0.269
9 C -0.108
10 S 0.678
11 O -0.282
12 O -0.283
13 C -0.276
14 C -0.038
15 C 0.015
16 C -0.204
17 N 0.133
18 C -0.452
19 O 0.080
20 C -0.100
21 N -0.202
22 C -0.161
23 C -0.196
24 O -0.127
25 C -0.191
26 C -0.154
27 C -0.005
28 C -0.061
29 H 0.059
30 H 0.070
31 H 0.074
32 H 0.076
33 H 0.107
34 H 0.114
35 H 0.116
36 H 0.122
37 H 0.098
38 H 0.116
39 H 0.118
40 H 0.120
41 H 0.085
42 H 0.102
43 H 0.106
44 H 0.068
45 H 0.071
46 H 0.074
47 H 0.115
48 H 0.104
49 H 0.134
50 H 0.136
51 H 0.138
52 H 0.126
53 H 0.133
54 H 0.127
55 H 0.126
56 H 0.129
57 H 0.126
58 H 0.129
59 H 0.135
60 H 0.115
61 H 0.115

(6)
One molecule with the formula C4H5NO. Source: the Open Molecules 2025 dataset; level of theory: wB97M-V/def2-TZVPD.

CARTESIAN COORDINATES (ANGSTROEM)
C (1.39, -0.48, 0.96)
N (0.90, -0.41, -0.42)
C (-0.02, 0.40, -0.86)
C (-1.00, 1.09, -1.22)
C (-2.08, 0.63, -0.33)
O (-1.88, 0.53, 0.87)
H (2.40, -0.06, 1.03)
H (1.41, -1.53, 1.27)
H (0.70, 0.06, 1.62)
H (1.24, -1.09, -1.08)
H (-3.06, 0.37, -0.75)

Energy above the lowest of the compared OMol25 structures with the same formula, charge and spin in kcal/mol: 78.34
Energy in hartree: -285.2897
Total charge: 0

For reference, the Löwdin charges in units of e are:
1 C -0.044
2 N -0.010
3 C -0.132
4 C 0.020
5 C -0.336
6 O -0.008
7 H 0.082
8 H 0.089
9 H 0.088
10 H 0.142
11 H 0.108

> The lowest energy above the lowest of the compared OMol25 structures with the same formula, charge and spin belongs to which entry?

C2H3O3S2

> What is the total charge in the second record?

0

> Which formula does entry 1 have?

C2H3O3S2

Copy entry 4 word for word.
One molecule with the formula C6H10. Source: the Open Molecules 2025 dataset; level of theory: wB97M-V/def2-TZVPD.

CARTESIAN COORDINATES (ANGSTROEM)
C (-0.53, -3.08, 0.06)
C (-0.63, -1.64, -0.20)
C (-0.69, -0.46, -0.45)
C (-0.70, 0.96, -0.81)
C (-0.04, 1.87, 0.23)
C (1.40, 1.48, 0.57)
H (-1.45, -3.48, 0.49)
H (-0.33, -3.62, -0.88)
H (0.29, -3.30, 0.75)
H (-1.74, 1.29, -0.96)
H (-0.20, 1.07, -1.78)
H (-0.06, 2.90, -0.16)
H (-0.64, 1.87, 1.15)
H (1.44, 0.47, 0.99)
H (1.83, 2.17, 1.31)
H (2.04, 1.50, -0.32)

Energy above the lowest of the compared OMol25 structures with the same formula, charge and spin in kcal/mol: 27.93
Energy in hartree: -234.5580
Total charge: 0

For reference, the Löwdin charges in units of e are:
1 C -0.114
2 C -0.085
3 C -0.055
4 C -0.227
5 C -0.271
6 C -0.119
7 H 0.074
8 H 0.076
9 H 0.074
10 H 0.111
11 H 0.115
12 H 0.103
13 H 0.107
14 H 0.067
15 H 0.068
16 H 0.075